# 1
A 5-piece molecular cluster, C32H65F5N3O17P4 overall at a distorted geometry, computed with ωB97M-V/def2-TZVPD.

Element x y z (Å)
C: 4.56206 -3.10601 4.00370
C: 3.54016 -2.85454 4.82186
C: 2.20244 -3.42520 4.58495
N: 1.92489 -4.76024 4.82208
C: 0.66328 -5.01631 4.50481
N: 0.13513 -3.88325 4.09282
O: -1.15889 -3.66364 3.63124
C: -2.01141 -4.46151 4.25850
N: -2.95257 -5.07044 4.54873
C: 1.05914 -2.85540 4.10575
C: 0.86562 -1.40985 3.71071
F: 1.12687 -0.67333 4.80365
F: -0.40823 -1.15392 3.38531
C: 1.75692 -0.93086 2.49127
F: 2.24510 0.25202 2.77389
F: 0.96473 -0.83925 1.43182
F: 2.71094 -1.79590 2.17731
H: 5.34124 -2.37890 3.81021
H: 4.64495 -4.04655 3.46714
H: 3.68237 -2.21414 5.68513
H: 2.62045 -5.39535 5.18725
H: 0.16519 -5.96994 4.57726
O: 6.60696 2.25153 4.72644
P: 7.74209 1.62229 4.02754
O: 8.55388 2.79421 3.27374
C: 9.30780 3.74161 4.05032
C: 10.52428 3.12565 4.71572
O: 6.99081 0.88328 2.77453
C: 5.57393 0.84312 2.67335
C: 5.03506 2.01461 1.87457
O: 8.87483 0.51472 4.14547
C: 9.33449 -0.31628 3.06017
C: 9.83042 0.41038 1.83317
H: 8.65295 4.19990 4.79540
H: 9.61999 4.52083 3.35775
H: 10.23700 2.40441 5.48335
H: 11.12465 3.90082 5.19168
H: 11.14072 2.59853 3.98785
H: 5.12015 0.78730 3.66387
H: 5.32073 -0.09095 2.15944
H: 5.47978 2.96160 2.17617
H: 3.95256 2.09109 1.98008
H: 5.26811 1.88446 0.81648
H: 8.55853 -1.03587 2.80313
H: 10.15854 -0.89118 3.48316
H: 9.03976 0.96482 1.33331
H: 10.22329 -0.31684 1.12128
H: 10.61858 1.11924 2.08392
O: -2.56705 0.80993 -4.24369
P: -1.50539 -0.03558 -3.64128
O: -0.63742 1.05955 -2.78465
C: -1.19589 1.56794 -1.57125
C: -1.27289 0.50764 -0.48457
O: -0.58111 -0.27633 -4.96168
C: -1.03592 0.02720 -6.28493
C: -0.66690 1.44125 -6.68495
O: -0.84499 -1.30903 -2.90143
C: 0.47953 -1.81258 -3.15930
C: 1.61408 -0.82829 -3.00110
H: -2.18737 1.98065 -1.76964
H: -0.55329 2.38400 -1.24311
H: -1.98582 -0.27750 -0.74922
H: -1.59676 0.95195 0.45835
H: -0.30591 0.03223 -0.33907
H: -2.10612 -0.14723 -6.37436
H: -0.54637 -0.68415 -6.95201
H: -0.90233 2.15724 -5.89817
H: -1.19190 1.73377 -7.59439
H: 0.40600 1.51544 -6.86955
H: 0.50213 -2.27936 -4.14224
H: 0.61286 -2.61804 -2.43282
H: 1.56855 -0.02570 -3.73232
H: 2.56189 -1.35064 -3.14382
H: 1.60830 -0.36956 -2.01203
O: -4.74742 -7.84696 -1.80751
P: -3.95127 -6.60781 -1.78332
O: -4.90284 -5.45720 -1.14222
C: -5.23967 -5.52039 0.24540
C: -4.05535 -5.24944 1.15796
O: -3.92073 -6.17838 -3.34709
C: -4.43230 -7.02609 -4.38040
C: -5.89203 -6.73515 -4.66215
O: -2.51765 -5.98089 -1.46864
C: -1.92860 -4.88541 -2.19797
C: -2.74124 -3.61705 -2.26999
H: -5.67793 -6.49662 0.46859
H: -6.00729 -4.76540 0.40755
H: -3.30754 -6.04237 1.08608
H: -4.38833 -5.19242 2.19522
H: -3.56626 -4.31159 0.88660
H: -4.27434 -8.07377 -4.13253
H: -3.83683 -6.82208 -5.27178
H: -6.47205 -6.66034 -3.74286
H: -6.32629 -7.51419 -5.28893
H: -5.99566 -5.78055 -5.18056
H: -1.64535 -5.22580 -3.19226
H: -0.99597 -4.67121 -1.67124
H: -3.66551 -3.74780 -2.82930
H: -2.16284 -2.84513 -2.77131
H: -3.01458 -3.26003 -1.27517
O: -2.75616 6.43037 -0.16370
P: -4.19081 6.12312 -0.31685
O: -4.43995 5.81700 -1.88901
C: -3.90135 4.61674 -2.45638
C: -4.58268 3.36076 -1.94528
O: -4.87907 7.58584 -0.15191
C: -4.13195 8.74089 0.23216
C: -3.60193 9.48436 -0.97724
O: -5.42379 5.34379 0.31748
C: -6.78752 5.81397 0.30191
C: -7.36473 6.12900 -1.05734
H: -2.82599 4.57583 -2.25888
H: -4.03848 4.69844 -3.53315
H: -4.38008 3.20722 -0.88209
H: -4.22035 2.48669 -2.48927
H: -5.66401 3.42499 -2.06357
H: -3.33066 8.47161 0.91778
H: -4.81721 9.38319 0.78817
H: -3.14256 8.80650 -1.69601
H: -2.86614 10.23183 -0.67892
H: -4.41581 9.99273 -1.49669
H: -6.88291 6.66343 0.97527
H: -7.36414 5.00256 0.74724
H: -6.86312 6.96761 -1.53407
H: -8.41682 6.39480 -0.94572
H: -7.28611 5.27524 -1.73017

Calculated values
* Kohn-Sham gap: 7.48 eV
* net charge: +1
* F_max: 7.2 eV/Å
* highest occupied orbital energy: -0.4216 hartree
* LUMO energy: -4.0 eV


# 2
A 3-piece molecular cluster, C32H66ClN4O3S3 overall at a distorted geometry, computed with ωB97M-V/def2-TZVPD.

Element x y z (Å)
C: 6.39380 0.31939 0.84549
C: 5.68001 1.65426 0.53889
C: 4.66418 1.57376 -0.62371
C: 3.26467 1.95361 -0.15843
C: 2.18483 1.89534 -1.23697
C: 1.99703 0.51869 -1.90850
C: 0.65934 -0.14585 -1.55477
C: 0.66294 -0.74518 -0.13523
N: 0.74456 -2.20882 -0.03796
C: 1.95678 -2.78277 -0.64158
C: 3.08223 -3.07424 0.35445
C: 3.37325 -1.95896 1.35924
C: 2.45033 -1.96429 2.56939
C: 2.63022 -0.75371 3.49742
C: 1.62812 0.36381 3.24557
C: 0.20794 0.12218 3.78476
C: 0.11442 -0.45547 5.20487
C: -0.40691 -2.92599 -0.17458
S: -0.49606 -4.52590 0.15415
S: -1.92695 -2.09363 -0.66773
C: -2.87456 -2.16851 0.88862
C: -3.18024 -0.75066 1.43744
C: -4.58219 -0.60022 2.03032
N: -5.57482 0.13321 1.16430
C: -5.47259 -0.29858 -0.26124
C: -6.76913 0.13188 -0.95840
O: -7.39671 1.19979 -0.28230
C: -6.50513 2.18593 0.15250
S: -5.63801 3.02398 -1.22258
C: -5.62483 1.63181 1.33012
Cl: -6.62252 1.86406 2.80580
C: -4.28836 2.33102 1.47053
C: -3.57713 2.30555 2.84100
H: 6.08046 -0.09710 1.80100
H: 6.22752 -0.43154 0.07600
H: 7.46809 0.47208 0.92173
H: 6.43880 2.39427 0.31336
H: 5.12849 1.93122 1.43616
H: 4.68850 0.54442 -0.98547
H: 4.99682 2.19010 -1.45688
H: 3.01341 1.33770 0.70906
H: 3.31611 2.98647 0.19222
H: 2.48012 2.60189 -2.01393
H: 1.23323 2.24160 -0.83083
H: 2.79598 -0.12625 -1.54333
H: 2.13362 0.57785 -2.98552
H: -0.09160 0.64619 -1.55375
H: 0.35894 -0.88298 -2.29693
H: 1.48036 -0.29161 0.42040
H: -0.23953 -0.44596 0.38890
H: 1.71585 -3.72604 -1.12340
H: 2.34909 -2.12273 -1.41128
H: 3.97714 -3.20127 -0.25548
H: 2.87605 -3.99500 0.89625
H: 3.41978 -0.98242 0.86914
H: 4.38291 -2.12271 1.73932
H: 1.39893 -2.05270 2.29152
H: 2.68366 -2.86424 3.14010
H: 2.59343 -1.09926 4.52716
H: 3.63529 -0.34679 3.36578
H: 2.01112 1.28759 3.68142
H: 1.53878 0.55687 2.17458
H: -0.35934 -0.48030 3.07169
H: -0.28797 1.09459 3.79194
H: -0.62252 0.10901 5.77379
H: -0.24765 -1.47982 5.18729
H: 1.04880 -0.38493 5.74958
H: -3.76644 -2.75798 0.69650
H: -2.24920 -2.69090 1.60415
H: -2.47833 -0.56517 2.24822
H: -2.95283 -0.00942 0.67880
H: -4.55650 -0.15318 3.01557
H: -4.99592 -1.59757 2.16880
H: -6.49256 -0.19412 1.46918
H: -5.40032 -1.37795 -0.27279
H: -4.61469 0.15593 -0.74185
H: -7.44441 -0.71682 -1.00654
H: -6.53999 0.40524 -1.98880
H: -7.11088 2.97946 0.57498
H: -4.81231 2.06602 -1.65890
H: -3.60301 2.00199 0.69394
H: -4.49205 3.37074 1.23010
H: -2.59175 1.85575 2.72764
H: -3.40070 3.31788 3.18567
H: -4.09352 1.74224 3.60676
C: 7.73259 5.51958 -2.51723
C: 7.12588 4.15238 -2.72531
O: 7.22690 3.26662 -1.89175
N: 6.45598 3.93523 -3.88848
C: 6.23626 4.85901 -4.98567
H: 8.22762 5.52872 -1.55176
H: 8.46716 5.73985 -3.29223
H: 6.96269 6.29186 -2.52695
H: 6.08227 3.00305 -3.96914
H: 5.16740 5.00840 -5.14708
H: 6.67131 4.46478 -5.90513
H: 6.69121 5.81965 -4.77220
C: -6.33547 -5.28632 -2.40443
C: -5.46085 -4.08704 -2.15576
O: -5.62019 -3.36300 -1.16889
N: -4.49020 -3.81703 -3.04544
C: -4.15013 -4.54009 -4.25859
H: -7.06018 -5.36017 -1.60007
H: -6.86697 -5.18575 -3.35077
H: -5.73906 -6.19823 -2.42570
H: -3.93882 -3.00752 -2.80176
H: -3.12318 -4.90030 -4.19946
H: -4.23675 -3.88144 -5.12273
H: -4.81121 -5.38804 -4.39736

Calculated values
* Kohn-Sham gap: 7.97 eV
* net charge: +1
* F_max: 2.0 eV/Å
* highest occupied orbital energy: -0.3759 hartree
* LUMO energy: -2.3 eV


# 3
A 3-piece molecular cluster, C32H67FN4O6PS3 overall at a distorted geometry, computed with ωB97M-V/def2-TZVPD.

Element x y z (Å)
C: -1.20036 -6.44468 2.26690
C: 0.00264 -6.78579 1.15945
C: -0.58814 -6.97813 -0.37315
C: -1.45702 -5.67267 -0.91041
C: -0.73654 -4.84965 -2.13616
C: 0.74848 -4.21748 -1.73447
C: 0.43433 -2.63610 -1.28861
C: 1.77979 -2.10638 -0.45936
C: 1.92200 -0.48134 -0.39024
C: 1.70277 0.15806 1.13962
C: 2.69910 1.50527 1.15201
N: 2.65073 2.29840 -0.13274
C: 2.16139 3.71792 0.07912
O: 2.22356 -0.69519 2.21136
C: 1.19893 -1.17513 3.13730
C: 1.75634 -2.64739 3.70512
C: 3.37291 -2.84498 3.52268
N: 3.78499 -3.42036 2.16482
N: 0.93274 -0.30345 4.34041
C: 2.00227 -0.21313 5.18875
C: 3.42713 0.54714 4.92038
C: 1.80245 -0.91197 6.69508
C: -0.26325 -1.51229 2.44983
P: -1.43929 -2.35763 3.72832
S: -2.24038 -1.13298 5.00837
N: -0.83963 -0.25749 1.82324
C: -1.84551 -0.66992 0.77197
C: -3.34295 0.04110 0.96724
C: -3.28300 1.66906 1.13597
C: -3.32666 2.51559 -0.27204
O: -3.06811 1.65948 -1.44363
C: 0.19064 0.75215 1.37431
F: -0.25964 1.59183 0.20119
H: -0.80789 -6.58918 3.36603
H: -1.54394 -5.32851 2.12393
H: -2.11569 -7.15531 2.07953
H: 0.74656 -5.87356 1.18398
H: 0.59571 -7.74320 1.53584
H: 0.23680 -7.32486 -1.14652
H: -1.35814 -7.88499 -0.30238
H: -2.46908 -6.11451 -1.36379
H: -1.80703 -4.96394 -0.02081
H: -0.67415 -5.47562 -3.12744
H: -1.43687 -3.92157 -2.36850
H: 1.20146 -4.71947 -0.76280
H: 1.47615 -4.29744 -2.64778
H: -0.52840 -2.69061 -0.62588
H: 0.21205 -2.00137 -2.24876
H: 2.70115 -2.51817 -1.09779
H: 1.82549 -2.66973 0.56318
H: 3.00221 -0.22020 -0.82673
H: 1.15987 -0.03246 -1.17643
H: 3.83810 1.20492 1.32513
H: 2.39015 2.15159 2.08824
H: 3.53748 2.25206 -0.68070
H: 3.05955 4.48989 0.00357
H: 1.51954 3.86652 1.05219
H: 1.43833 3.98535 -0.82914
H: 1.34906 -2.89381 4.78744
H: 1.24411 -3.45879 2.99428
H: 3.76562 -3.63787 4.32404
H: 4.01782 -1.88284 3.68605
H: 4.11169 -2.61564 1.54927
H: 4.63424 -4.01323 2.29389
H: 3.51024 1.05281 3.84228
H: 4.28930 -0.24877 5.10382
H: 3.56987 1.36280 5.76678
H: 0.95520 -1.74943 6.63087
H: 1.33080 -0.06606 7.39149
H: 2.79345 -1.36598 7.12012
H: -0.04674 -2.35148 1.63208
H: -2.50976 -2.98829 2.96622
H: -0.80952 -3.41555 4.48643
H: -1.40136 0.21564 2.59431
H: -2.05117 -1.83233 0.95346
H: -1.45202 -0.60282 -0.33937
H: -3.96899 -0.30416 0.03001
H: -3.83060 -0.42844 1.93153
H: -2.33217 2.02291 1.74191
H: -4.26979 1.97919 1.73205
H: -2.47389 3.33086 -0.22317
H: -4.36063 3.09594 -0.39802
H: -2.56664 2.25843 -2.08279
H: 0.28992 1.53824 2.26813
C: 2.13724 3.56605 -4.44460
C: 3.38936 3.78704 -5.29192
C: 4.43557 2.77040 -4.83809
S: 3.52779 1.36610 -4.20917
O: 3.78182 1.25221 -2.78838
O: 3.68859 0.24853 -5.11781
C: 1.90362 2.06268 -4.43821
H: 1.27446 4.10513 -4.84663
H: 2.31440 3.92304 -3.42303
H: 3.14830 3.62145 -6.34899
H: 3.76630 4.81026 -5.19780
H: 5.07143 2.45008 -5.66731
H: 5.05257 3.16611 -4.02668
H: 1.23974 1.73447 -3.63663
H: 1.52543 1.71880 -5.40557
C: -6.26979 5.45530 -3.77645
C: -6.09561 6.41973 -2.60421
C: -4.69401 6.20286 -2.03625
S: -3.68996 5.61802 -3.39327
O: -3.28226 4.25764 -3.11173
O: -2.74305 6.65021 -3.76531
C: -4.99805 5.57652 -4.60273
H: -7.15818 5.69254 -4.36899
H: -6.37684 4.43105 -3.39975
H: -6.19255 7.45151 -2.96332
H: -6.86070 6.26623 -1.83676
H: -4.27050 7.13127 -1.64482
H: -4.69204 5.43505 -1.25771
H: -4.84849 4.73917 -5.28643
H: -4.97477 6.52168 -5.15335

Calculated values
* Kohn-Sham gap: 8.17 eV
* net charge: +1
* F_max: 4.7 eV/Å
* highest occupied orbital energy: -0.3995 hartree
* LUMO energy: -2.7 eV


# 4
A 5-piece molecular cluster, C32H68BrN4O4 overall at a distorted geometry, computed with ωB97M-V/def2-TZVPD.

Element x y z (Å)
C: -1.06679 2.66707 -2.01441
C: -0.37710 2.20733 -3.30620
C: -0.01032 3.46525 -4.11268
C: 1.27555 4.20784 -3.68927
C: 2.43286 3.20497 -3.73911
C: 2.22437 2.03082 -2.80506
N: 0.88305 1.41222 -3.14871
O: 0.79600 0.12498 -3.11030
C: 2.27043 2.51577 -1.33085
C: 3.24761 0.96211 -3.18193
C: -1.36723 1.42224 -4.13904
H: -1.98128 3.21442 -2.23728
H: -0.46743 3.42442 -1.50683
H: -1.16265 1.82757 -1.32564
H: -0.84565 4.15832 -4.22266
H: 0.11628 3.25633 -5.17727
H: 1.17287 4.70216 -2.72208
H: 1.48288 5.06732 -4.32706
H: 3.33705 3.77948 -3.53785
H: 2.57588 2.76484 -4.72743
H: 3.21607 2.86393 -0.91421
H: 2.07692 1.62442 -0.73143
H: 1.59875 3.36218 -1.20462
H: 4.25828 1.30267 -3.40187
H: 2.96944 0.42160 -4.08864
H: 3.19858 0.14374 -2.46315
H: -2.29608 1.98994 -4.17217
H: -1.60358 0.50237 -3.60186
H: -1.05149 1.11230 -5.13433
C: -0.99701 2.75662 4.08150
C: -0.87078 3.16058 2.55848
C: -1.86310 2.27112 1.72471
C: -3.36185 2.58590 1.92567
C: -3.53230 4.04241 1.55502
C: -2.72878 5.02168 2.36970
N: -1.27936 4.62139 2.49081
O: -0.40986 5.48594 2.98290
C: -3.29073 5.17025 3.78653
C: -2.75861 6.39908 1.70976
C: 0.54711 3.02523 1.98480
H: -2.05597 2.55355 4.24220
H: -0.64358 3.41207 4.87542
H: -0.58678 1.75696 4.22923
H: -1.69803 1.25886 2.09446
H: -1.61757 2.31314 0.66493
H: -3.75787 2.36185 2.91692
H: -3.91224 1.89653 1.28501
H: -4.57676 4.35336 1.53197
H: -3.20685 4.17881 0.52108
H: -4.35703 5.38760 3.82883
H: -2.75554 5.89944 4.39380
H: -3.14547 4.20298 4.26687
H: -3.74930 6.79275 1.48302
H: -2.20708 6.41031 0.76870
H: -2.32974 7.18537 2.33090
H: 0.69733 1.95595 1.83365
H: 1.26649 3.46150 2.67573
H: 0.57180 3.50032 1.00429
C: -2.26273 -6.59094 2.54721
C: -1.87522 -5.08432 2.36378
C: -3.13892 -4.24477 1.99191
C: -3.08053 -2.76845 2.21835
C: -2.72242 -2.40571 3.64265
C: -1.44165 -3.08064 4.14338
N: -1.27079 -4.54575 3.66644
O: -0.31707 -5.28756 4.23822
C: -1.36830 -3.09038 5.67002
C: -0.27486 -2.30150 3.53505
C: -0.76737 -4.73529 1.21174
H: -1.44177 -7.21564 2.89807
H: -2.74944 -7.06376 1.69546
H: -2.98548 -6.69200 3.35858
H: -4.02035 -4.66739 2.47721
H: -3.29006 -4.51749 0.94672
H: -4.04968 -2.33812 1.96365
H: -2.39903 -2.30243 1.50429
H: -3.49812 -2.63992 4.37370
H: -2.66171 -1.31725 3.64534
H: -0.35088 -3.31722 5.98696
H: -2.03670 -3.87221 6.02953
H: -1.60526 -2.09697 6.04817
H: 0.71502 -2.75435 3.46438
H: -0.18551 -1.28919 3.92701
H: -0.40581 -2.15855 2.46071
H: -0.66546 -3.65056 1.19401
H: -1.12824 -4.95046 0.20704
H: 0.16747 -5.21909 1.48992
C: 4.45550 -4.78535 -2.79250
N: 4.42559 -3.52546 -3.67654
C: 5.31696 -2.39799 -3.20835
C: 4.90950 -3.99695 -5.08604
C: 2.99345 -3.03345 -3.87065
C: 2.08808 -2.91847 -2.60271
O: 2.62340 -1.93209 -1.80798
H: 3.65479 -5.47795 -3.04587
H: 4.33440 -4.35661 -1.79856
H: 5.40719 -5.30301 -2.89703
H: 4.82216 -1.85979 -2.40242
H: 5.49421 -1.76241 -4.07580
H: 6.32877 -2.68540 -2.92353
H: 5.82964 -4.56198 -4.94411
H: 5.08792 -3.12967 -5.71835
H: 4.15051 -4.69022 -5.44375
H: 2.50387 -3.87913 -4.35693
H: 2.99609 -2.19868 -4.56916
H: 2.02899 -3.78943 -1.94662
H: 1.09443 -2.53705 -2.84897
H: 2.02139 -1.67222 -1.09773
Br: 0.25016 -0.46890 0.17117

Calculated values
* Kohn-Sham gap: 5.15 eV
* net charge: +3
* F_max: 8.3 eV/Å
* highest occupied orbital energy: -0.5487 hartree
* LUMO energy: -9.8 eV